No. 1
{
  "formula": "C15H15CeN2O6",
  "method": "wB97M-V/def2-TZVPD",
  "symbols": ["O", "C", "Ce", "O", "C", "C", "O", "C", "O", "C", "O", "H", "C", "C", "N", "C", "C", "C", "O", "C", "C", "C", "C", "N", "C", "H", "H", "H", "H", "H", "H", "H", "H", "H", "H", "H", "H", "H", "H"],
  "positions_angstrom": [[-0.066, 1.913, -2.486], [-0.038, 3.026, -2.811], [-0.165, -1.178, 0.372], [-0.245, 2.337, 1.290], [-0.153, 1.208, 1.090], [-0.398, -1.494, -1.826], [-0.131, -2.665, -1.890], [1.595, 0.203, -0.489], [2.432, 0.925, -0.818], [-2.009, 0.133, -0.536], [-2.577, 0.856, -1.247], [-0.044, -0.205, -1.767], [-3.679, -0.981, 7.242], [-2.318, -0.370, 7.446], [-1.372, -0.643, 6.359], [-0.376, 0.407, 6.104], [0.949, 0.189, 6.811], [-1.036, -1.975, 6.148], [-1.427, -2.852, 6.897], [-0.159, -2.256, 4.952], [0.865, -3.212, 5.117], [1.622, -3.490, 3.969], [1.389, -2.795, 2.779], [0.312, -1.997, 2.614], [-0.410, -1.640, 3.718], [-4.095, -0.641, 6.294], [-4.338, -0.683, 8.061], [-3.585, -2.067, 7.222], [-2.369, 0.714, 7.532], [-1.882, -0.748, 8.372], [-0.197, 0.482, 5.024], [-0.836, 1.340, 6.442], [1.525, -0.636, 6.376], [1.558, 1.092, 6.720], [0.791, -0.001, 7.879], [0.960, -3.766, 6.047], [2.513, -4.104, 4.012], [2.001, -2.981, 1.890], [-1.253, -0.930, 3.579]],
  "total_charge": 2,
  "molar_mass_g_mol": 459.41,
  "homo_energy_ha": -0.5272,
  "orbital_gap_ev": 4.93,
  "fmax_ev_per_a": 6.29,
  "s_squared": 0.758,
  "spin_multiplicity": 2,
  "lumo_ha": -0.3460
}


No. 2
{
  "formula": "C15H15ClN2O3S",
  "method": "wB97M-V/def2-TZVPD",
  "symbols": ["C", "C", "O", "C", "O", "C", "C", "C", "S", "C", "N", "C", "O", "C", "C", "C", "C", "C", "Cl", "C", "C", "N", "H", "H", "H", "H", "H", "H", "H", "H", "H", "H", "H", "H", "H", "H", "H"],
  "positions_angstrom": [[1.299, 3.983, 3.923], [2.125, 2.939, 4.439], [2.205, 2.016, 3.717], [3.264, 2.040, 2.662], [4.033, 2.936, 2.520], [3.156, 0.918, 1.655], [2.822, 1.296, 0.265], [3.476, 2.019, -0.482], [2.834, 2.267, -2.203], [1.529, 1.266, -1.523], [0.475, 0.766, -2.352], [-0.706, 0.058, -2.061], [-1.332, -0.222, -2.873], [-0.701, -0.832, -0.579], [-1.784, -1.722, -0.574], [-3.175, -1.196, -0.403], [-4.086, -2.091, -0.238], [-4.073, -3.257, -0.547], [-5.486, -4.447, -0.533], [-2.612, -3.905, -0.981], [-1.656, -3.051, -1.087], [1.554, 0.742, -0.098], [1.689, 4.516, 3.077], [1.214, 4.836, 4.454], [0.192, 3.753, 3.688], [1.761, 2.530, 5.269], [3.168, 3.454, 4.643], [4.215, 0.350, 1.655], [2.458, 0.111, 2.198], [4.366, 2.685, -0.281], [0.433, 1.298, -3.288], [0.392, -1.346, -0.546], [-0.682, -0.080, 0.091], [-3.200, -0.133, -0.177], [-5.218, -1.655, 0.253], [-2.822, -4.701, -1.397], [-0.602, -3.504, -1.303]],
  "total_charge": 0,
  "molar_mass_g_mol": 338.82,
  "homo_energy_ha": -0.3081,
  "orbital_gap_ev": 8.46,
  "fmax_ev_per_a": 19.42,
  "smiles": "CCOC(=O)Cc1csc(NC(=O)Cc2ccc(Cl)cc2)n1",
  "spin_multiplicity": 1,
  "lumo_ha": 0.0029
}


No. 3
{
  "formula": "C15H15FN2O5S",
  "method": "wB97M-V/def2-TZVPD",
  "symbols": ["C", "O", "C", "C", "N", "C", "O", "C", "O", "N", "C", "C", "S", "C", "C", "C", "C", "C", "C", "F", "C", "C", "O", "O", "H", "H", "H", "H", "H", "H", "H", "H", "H", "H", "H", "H", "H", "H", "H"],
  "positions_angstrom": [[-5.323, 0.552, -4.629], [-4.208, -0.301, -4.425], [-3.242, 0.464, -3.496], [-1.890, -0.415, -3.312], [-0.981, 0.309, -2.320], [-0.797, 0.152, -0.951], [-1.360, -0.998, -0.466], [0.315, 0.689, -0.438], [1.077, 1.668, -1.383], [1.976, 2.078, -0.442], [1.729, 1.665, 0.872], [2.686, 2.184, 1.806], [4.215, 1.230, 1.632], [3.389, -0.267, 2.446], [2.784, -1.465, 1.502], [2.115, -2.383, 2.212], [2.086, -2.564, 3.457], [2.473, -1.523, 4.527], [3.130, -0.529, 3.852], [3.633, 0.533, 4.748], [0.718, 0.893, 0.806], [0.250, 0.359, 2.244], [0.596, 0.761, 3.195], [-0.668, -0.833, 2.081], [-5.945, 0.687, -3.859], [-5.162, 1.613, -4.947], [-5.819, -0.141, -5.300], [-3.914, 0.549, -2.421], [-2.809, 1.295, -3.977], [-2.290, -1.247, -2.624], [-1.559, -0.735, -4.087], [-0.549, 0.929, -2.785], [2.423, 2.125, 2.695], [3.171, 3.308, 1.640], [2.935, -1.405, 0.524], [1.852, -3.030, 1.368], [1.386, -3.359, 3.837], [2.447, -1.873, 5.321], [-0.871, -0.976, 1.096]],
  "total_charge": 0,
  "molar_mass_g_mol": 354.36,
  "homo_energy_ha": -0.3319,
  "orbital_gap_ev": 7.45,
  "fmax_ev_per_a": 18.84,
  "smiles": "COCCNC(=O)c1onc(CSc2ccccc2F)c1C(=O)O",
  "spin_multiplicity": 1,
  "lumo_ha": -0.0583
}


No. 4
{
  "formula": "C15H15MgNO3SSbSe4",
  "method": "wB97M-V/def2-TZVPD",
  "symbols": ["Mg", "O", "C", "C", "C", "C", "C", "C", "C", "C", "N", "H", "H", "H", "H", "H", "H", "H", "H", "H", "H", "H", "O", "C", "O", "C", "C", "C", "C", "C", "C", "S", "H", "H", "H", "H", "Se", "Sb", "Se", "Se", "Se"],
  "positions_angstrom": [[0.136, 0.672, 0.566], [-1.357, -0.512, 1.689], [-2.755, -0.548, 1.420], [-3.088, -0.678, -0.063], [-2.510, 0.440, -0.953], [-2.578, 1.773, -0.265], [-3.646, 2.644, -0.431], [-3.694, 3.806, 0.318], [-2.679, 4.063, 1.225], [-1.640, 3.156, 1.327], [-1.586, 2.040, 0.597], [-0.931, -1.270, 1.253], [-3.160, 0.377, 1.828], [-3.216, -1.371, 1.973], [-4.178, -0.701, -0.153], [-2.721, -1.638, -0.436], [-3.062, 0.486, -1.894], [-1.477, 0.218, -1.231], [-4.421, 2.404, -1.148], [-4.514, 4.503, 0.196], [-2.676, 4.953, 1.838], [-0.816, 3.313, 2.011], [1.579, -0.772, 1.285], [1.299, -1.385, 0.188], [0.106, -1.384, -0.197], [2.367, -1.985, -0.636], [3.354, -2.735, -0.007], [4.335, -3.361, -0.756], [4.341, -3.195, -2.133], [3.395, -2.393, -2.753], [2.388, -1.770, -2.020], [1.243, -0.741, -2.907], [3.343, -2.815, 1.074], [5.105, -3.943, -0.267], [5.116, -3.660, -2.731], [3.449, -2.211, -3.819], [3.891, -0.584, 3.879], [3.419, 0.603, 1.881], [4.952, 0.641, 0.098], [1.710, 2.361, 1.953], [1.177, 1.197, -1.796]],
  "total_charge": -1,
  "molar_mass_g_mol": 751.26,
  "homo_energy_ha": -0.1569,
  "orbital_gap_ev": 6.38,
  "fmax_ev_per_a": 0.67,
  "spin_multiplicity": 1,
  "lumo_ha": 0.0775
}


No. 5
{
  "formula": "C15H15N3O",
  "method": "wB97M-V/def2-TZVPD",
  "symbols": ["C", "C", "C", "C", "C", "C", "O", "C", "C", "C", "C", "C", "C", "N", "N", "N", "C", "C", "C", "H", "H", "H", "H", "H", "H", "H", "H", "H", "H", "H", "H", "H", "H", "H"],
  "positions_angstrom": [[1.061, 4.070, -0.140], [0.869, 2.564, 0.246], [-0.101, 1.792, -0.354], [-0.324, 0.389, -0.151], [0.375, -0.226, 0.875], [-0.026, -1.665, 1.246], [0.792, -2.220, 2.342], [0.014, -2.703, 0.135], [1.151, -3.361, -0.254], [1.216, -4.350, -1.218], [0.033, -4.737, -1.853], [-1.236, -4.191, -1.396], [-1.164, -3.143, -0.516], [-2.394, -2.595, -0.080], [-2.521, -1.993, 1.061], [-1.452, -1.590, 1.743], [-1.799, -0.690, 2.953], [1.387, 0.538, 1.548], [1.533, 1.939, 1.296], [1.674, 4.165, -0.959], [0.104, 4.515, -0.452], [1.467, 4.642, 0.731], [-0.835, 2.369, -1.076], [-0.900, -0.358, -0.756], [0.735, -3.193, 2.290], [2.133, -3.116, 0.198], [2.128, -4.872, -1.470], [-0.034, -5.597, -2.511], [-2.250, -4.396, -1.902], [-2.719, -1.066, 3.436], [-1.881, 0.362, 2.730], [-1.087, -0.904, 3.759], [1.926, 0.012, 2.340], [2.051, 2.708, 1.883]],
  "total_charge": 0,
  "molar_mass_g_mol": 253.31,
  "homo_energy_ha": -0.3079,
  "orbital_gap_ev": 8.80,
  "fmax_ev_per_a": 4.10,
  "smiles": "Cc1ccc([C@]2(O)c3ccccc3N=NN2C)cc1",
  "spin_multiplicity": 1,
  "lumo_ha": 0.0156
}


No. 6
{
  "formula": "C15H15N3PRu",
  "method": "wB97M-V/def2-TZVPD",
  "symbols": ["C", "C", "C", "C", "C", "Ru", "P", "H", "H", "H", "H", "H", "H", "H", "H", "N", "C", "C", "C", "C", "C", "C", "C", "N", "C", "C", "N", "C", "H", "H", "H", "H", "H", "H", "H"],
  "positions_angstrom": [[1.142, -0.614, -4.246], [0.127, 0.266, -4.819], [-1.017, -0.557, -5.125], [-0.759, -1.859, -4.604], [0.591, -1.903, -4.099], [-0.546, -0.076, -2.815], [-0.418, 2.067, -2.361], [2.136, -0.297, -3.917], [0.239, 1.319, -5.066], [-1.939, -0.267, -5.641], [1.101, -2.758, -3.634], [-1.442, -2.703, -4.653], [-1.523, 2.663, -1.653], [-0.443, 2.978, -3.446], [0.648, 2.653, -1.636], [-0.446, 1.926, 7.763], [-0.358, 1.461, 6.692], [-0.246, 0.894, 5.361], [-1.019, 1.409, 4.310], [-0.890, 0.898, 3.016], [0.027, -0.139, 2.769], [0.772, -0.682, 3.819], [0.640, -0.159, 5.103], [0.222, -0.566, 1.447], [1.115, -1.547, 0.995], [1.030, -1.578, -0.376], [0.052, -0.654, -0.754], [-0.411, -0.069, 0.340], [-1.716, 2.226, 4.500], [-1.501, 1.318, 2.219], [1.461, -1.506, 3.653], [1.234, -0.552, 5.923], [1.710, -2.122, 1.662], [1.592, -2.166, -1.075], [-1.164, 0.697, 0.348]],
  "total_charge": 1,
  "molar_mass_g_mol": 369.35,
  "homo_energy_ha": [-0.3548, -0.4448],
  "orbital_gap_ev": [6.60, 6.80],
  "fmax_ev_per_a": 4.02,
  "s_squared": 6.015,
  "spin_multiplicity": 5,
  "lumo_ha": [-0.1124, -0.1948]
}